[1]
Below is a cluster of 13 separate species, C43H93O31S6 in total at a distorted geometry, with properties calculated with the ωB97M-V functional and the def2-TZVPD basis.

Element x y z (Å)
1 C -0.183 -0.473 0.679
2 O -1.048 -0.749 1.693
3 H 0.167 -1.388 0.162
4 H -0.574 0.197 -0.168
5 H 0.780 -0.015 0.949
6 C 1.607 -2.904 -2.144
7 C 2.815 -3.811 -2.162
8 C 3.694 -3.289 -3.279
9 O 3.067 -2.159 -3.835
10 C 1.650 -2.254 -3.520
11 H 1.551 -2.156 -1.360
12 H 0.637 -3.469 -2.051
13 H 2.437 -4.847 -2.362
14 H 3.358 -3.794 -1.194
15 H 3.983 -4.045 -4.023
16 H 4.615 -2.956 -2.824
17 H 1.143 -2.750 -4.420
18 H 1.311 -1.238 -3.553
19 C -2.971 -2.454 -2.779
20 C -2.961 -1.061 -2.073
21 C -1.995 -0.246 -3.008
22 O -1.173 -1.224 -3.621
23 C -2.132 -2.224 -4.043
24 H -4.013 -2.741 -3.002
25 H -2.441 -3.256 -2.217
26 H -2.632 -1.209 -1.082
27 H -3.915 -0.587 -2.093
28 H -1.428 0.469 -2.476
29 H -2.627 0.322 -3.745
30 H -1.513 -3.068 -4.446
31 H -2.898 -1.933 -4.835
32 C 1.043 5.693 -2.713
33 C 0.291 4.584 -3.485
34 C 1.351 3.461 -3.475
35 O 2.603 4.159 -3.597
36 C 2.499 5.176 -2.608
37 H 0.649 5.822 -1.669
38 H 1.032 6.712 -3.086
39 H 0.121 4.763 -4.557
40 H -0.595 4.294 -2.963
41 H 1.298 2.671 -4.248
42 H 1.145 2.908 -2.547
43 H 3.206 5.984 -2.958
44 H 2.757 4.827 -1.604
45 O -5.411 -3.075 0.230
46 S -4.902 -3.929 1.243
47 O -5.836 -4.701 2.013
48 O -3.896 -4.954 0.538
49 C -3.637 -6.308 0.949
50 C -4.620 -7.163 0.180
51 C -3.798 -3.071 2.337
52 H -3.673 -6.417 1.992
53 H -2.612 -6.330 0.611
54 H -5.645 -6.844 0.455
55 H -4.565 -8.218 0.401
56 H -4.630 -6.914 -0.878
57 H -3.077 -2.481 1.757
58 H -3.255 -3.863 2.843
59 H -4.378 -2.500 3.037
60 O -3.817 2.043 2.863
61 S -4.529 0.982 2.211
62 O -4.907 -0.242 2.875
63 O -5.871 1.593 1.580
64 C -6.736 0.805 0.637
65 C -8.219 1.111 1.032
66 C -3.642 0.558 0.767
67 H -6.441 -0.264 0.721
68 H -6.678 1.226 -0.347
69 H -8.850 0.571 0.374
70 H -8.510 2.173 1.028
71 H -8.326 0.784 2.043
72 H -2.868 -0.166 1.136
73 H -3.249 1.509 0.351
74 H -4.354 0.022 0.095
75 O 4.990 3.405 -0.331
76 S 5.049 2.278 0.586
77 O 5.287 2.351 2.007
78 O 3.605 1.577 0.547
79 C 2.945 1.440 -0.775
80 C 2.968 0.028 -1.253
81 C 6.278 1.267 -0.214
82 H 3.411 2.204 -1.478
83 H 1.934 1.815 -0.622
84 H 2.405 0.003 -2.161
85 H 2.410 -0.648 -0.575
86 H 3.947 -0.340 -1.541
87 H 6.690 0.533 0.422
88 H 6.996 2.045 -0.354
89 H 6.035 0.774 -1.095
90 O 0.395 1.990 5.011
91 S 0.731 0.616 5.333
92 O 1.697 0.499 6.372
93 O -0.521 -0.255 5.716
94 C -1.785 0.111 4.978
95 C -2.971 -0.221 5.875
96 C 1.250 -0.113 3.844
97 H -1.785 -0.439 4.043
98 H -1.720 1.191 4.769
99 H -3.068 0.389 6.748
100 H -2.890 -1.280 6.193
101 H -3.951 -0.169 5.349
102 H 2.110 0.443 3.437
103 H 0.306 -0.064 3.279
104 H 1.431 -1.229 3.947
105 O 7.926 -3.943 0.865
106 S 6.904 -3.098 0.297
107 O 5.644 -3.644 -0.041
108 O 6.599 -1.811 1.149
109 C 5.287 -1.727 1.841
110 C 5.191 -2.781 2.936
111 C 7.636 -2.333 -1.135
112 H 4.550 -1.808 1.129
113 H 5.187 -0.702 2.300
114 H 4.133 -2.966 3.142
115 H 5.544 -2.375 3.836
116 H 5.712 -3.616 2.648
117 H 8.014 -3.175 -1.741
118 H 8.424 -1.630 -0.830
119 H 6.783 -1.938 -1.634
120 O -5.336 7.282 0.310
121 S -5.513 5.856 0.084
122 O -6.740 5.225 -0.250
123 O -4.592 5.577 -1.156
124 C -4.908 4.631 -2.199
125 C -4.718 3.179 -1.673
126 C -4.745 5.044 1.434
127 H -4.160 4.835 -3.021
128 H -5.947 4.749 -2.571
129 H -3.763 3.122 -1.121
130 H -4.729 2.374 -2.436
131 H -5.519 2.882 -0.968
132 H -3.697 5.239 1.545
133 H -4.828 3.947 1.213
134 H -5.282 5.322 2.378
135 C 5.171 3.103 -4.578
136 C 4.731 1.741 -4.393
137 C 4.553 0.866 -5.681
138 O 5.814 0.087 -5.698
139 C 6.378 0.119 -4.490
140 O 7.327 -0.468 -4.131
141 O 5.802 1.042 -3.658
142 H 4.454 3.765 -5.130
143 H 6.073 3.140 -5.235
144 H 5.338 3.511 -3.536
145 H 3.892 1.598 -3.709
146 H 4.465 1.448 -6.582
147 H 3.688 0.199 -5.642
148 C -0.231 -4.360 1.562
149 C 0.102 -4.364 3.070
150 C -0.765 -3.504 4.078
151 O -1.620 -4.528 4.655
152 C -1.097 -5.763 4.398
153 O -1.600 -6.758 4.755
154 O -0.013 -5.648 3.594
155 H 0.434 -5.026 1.033
156 H -0.092 -3.373 1.172
157 H -1.283 -4.550 1.381
158 H 1.136 -4.051 3.092
159 H -1.317 -2.732 3.526
160 H -0.274 -3.070 4.921
161 C 1.329 4.757 2.429
162 C 0.567 3.528 1.985
163 C -0.831 3.335 2.503
164 O -1.648 3.204 1.352
165 C -0.931 3.421 0.264
166 O -1.362 3.361 -0.878
167 O 0.315 3.732 0.578
168 H 0.583 5.599 2.279
169 H 2.194 4.995 1.824
170 H 1.675 4.727 3.469
171 H 1.149 2.585 2.144
172 H -1.131 4.237 2.979
173 H -0.990 2.501 3.177

The gap between HOMO and LUMO comes out at 7.4 eV. The spin multiplicity is 1. As for the total charge: -1.

***

[2]
Below is a structure of composition C43H96Br3CoF6N6O8 at a distorted geometry, with properties calculated with the ωB97M-V functional and the def2-TZVPD basis.

Element x y z (Å)
1 Co 21.598 -21.270 18.533
2 C 16.177 -25.546 19.950
3 C 17.611 -25.217 19.366
4 N 18.257 -24.284 20.278
5 C 17.754 -23.013 20.451
6 C 18.647 -22.337 21.235
7 N 19.688 -23.169 21.597
8 C 19.347 -24.409 21.061
9 C 20.901 -22.770 22.396
10 H 15.901 -26.453 19.414
11 H 15.455 -24.749 19.773
12 H 16.306 -25.843 20.991
13 H 17.445 -24.690 18.427
14 H 18.295 -26.026 19.111
15 H 16.825 -22.791 19.948
16 H 18.556 -21.304 21.537
17 H 20.051 -25.228 21.064
18 H 21.701 -23.506 22.317
19 H 20.573 -22.523 23.406
20 H 21.217 -21.794 22.030
21 C 23.462 -19.827 16.218
22 O 24.244 -20.976 16.407
23 O 22.368 -19.937 17.066
24 C 24.484 -18.600 16.483
25 F 24.935 -18.603 17.719
26 F 25.484 -18.668 15.638
27 F 23.882 -17.389 16.281
28 C 25.122 -21.387 15.379
29 C 25.008 -22.913 15.408
30 H 23.989 -23.302 15.409
31 H 25.428 -23.550 14.630
32 H 25.563 -23.251 16.283
33 H 26.133 -21.142 15.705
34 H 25.014 -21.170 14.316
35 H 23.187 -19.852 15.164
36 C 20.704 -18.873 20.726
37 O 22.085 -18.675 21.054
38 O 20.630 -20.112 20.012
39 C 20.036 -18.624 22.111
40 F 18.669 -18.565 21.986
41 F 20.328 -19.641 22.900
42 F 20.378 -17.490 22.688
43 C 22.872 -17.785 20.227
44 C 24.264 -17.878 20.858
45 H 24.198 -17.566 21.900
46 H 24.697 -18.876 20.910
47 H 25.072 -17.373 20.328
48 H 22.488 -16.766 20.279
49 H 22.976 -17.995 19.163
50 H 20.372 -18.042 20.104
51 C 17.154 -16.045 24.617
52 Br 16.336 -14.668 25.767
53 Br 16.198 -17.829 24.638
54 Br 19.104 -16.280 24.979
55 H 17.037 -15.630 23.616
56 C 23.989 -13.217 19.771
57 C 25.330 -13.912 19.326
58 C 26.629 -13.168 19.312
59 C 26.947 -12.487 20.666
60 C 27.324 -13.461 21.768
61 C 28.706 -14.073 21.472
62 H 23.712 -13.133 20.822
63 H 23.174 -13.825 19.379
64 H 23.822 -12.275 19.248
65 H 25.379 -14.847 19.885
66 H 25.129 -14.248 18.309
67 H 26.721 -12.487 18.466
68 H 27.502 -13.764 19.043
69 H 27.760 -11.764 20.594
70 H 26.098 -11.935 21.069
71 H 27.231 -12.953 22.728
72 H 26.608 -14.254 21.986
73 H 29.141 -14.551 22.349
74 H 28.711 -14.908 20.770
75 H 29.461 -13.330 21.218
76 C 25.074 -15.036 24.232
77 C 23.920 -15.817 24.854
78 C 22.688 -15.526 24.016
79 C 21.925 -14.206 24.291
80 C 20.989 -13.768 23.200
81 C 20.425 -12.370 23.628
82 H 26.054 -15.243 24.661
83 H 24.837 -13.988 24.046
84 H 25.141 -15.442 23.222
85 H 24.140 -16.884 24.840
86 H 23.750 -15.488 25.879
87 H 22.004 -16.356 24.194
88 H 22.846 -15.587 22.939
89 H 21.388 -14.157 25.238
90 H 22.704 -13.458 24.440
91 H 21.502 -13.785 22.238
92 H 20.116 -14.418 23.150
93 H 19.734 -11.908 22.924
94 H 19.817 -12.513 24.521
95 H 21.165 -11.619 23.906
96 C 25.073 -22.641 19.243
97 C 24.282 -22.262 20.448
98 C 24.948 -21.791 21.759
99 O 23.912 -21.759 22.705
100 C 24.308 -21.277 23.981
101 N 23.452 -21.154 19.887
102 H 25.666 -23.450 19.670
103 H 25.682 -21.874 18.764
104 H 24.431 -23.161 18.533
105 H 23.722 -23.187 20.583
106 H 25.441 -20.823 21.673
107 H 25.668 -22.544 22.080
108 H 23.467 -21.541 24.623
109 H 24.319 -20.192 24.090
110 H 25.119 -21.773 24.512
111 H 23.135 -20.861 20.800
112 H 23.992 -20.329 19.668
113 C 20.023 -22.201 15.141
114 C 19.308 -21.229 16.103
115 C 17.768 -21.249 15.975
116 O 17.132 -20.278 16.758
117 C 17.003 -18.997 16.247
118 N 19.636 -21.474 17.472
119 H 20.325 -23.111 15.659
120 H 20.916 -21.682 14.791
121 H 19.448 -22.439 14.246
122 H 19.746 -20.260 15.866
123 H 17.331 -22.197 16.290
124 H 17.378 -21.229 14.957
125 H 16.077 -18.953 15.675
126 H 17.809 -18.538 15.674
127 H 16.878 -18.327 17.098
128 H 19.468 -22.467 17.541
129 H 19.027 -20.907 18.045
130 C 16.804 -21.875 29.967
131 C 18.036 -21.376 29.200
132 C 17.803 -21.148 27.700
133 O 18.823 -20.326 27.142
134 C 18.706 -20.028 25.775
135 N 18.574 -20.156 29.847
136 H 17.074 -22.057 31.008
137 H 16.356 -22.752 29.500
138 H 16.055 -21.084 29.992
139 H 18.727 -22.214 29.296
140 H 16.917 -20.521 27.593
141 H 17.559 -21.960 27.016
142 H 19.230 -20.763 25.162
143 H 19.304 -19.140 25.570
144 H 17.754 -19.962 25.249
145 H 19.042 -19.751 29.049
146 H 17.882 -19.436 29.996
147 C 19.539 -14.978 19.987
148 C 19.749 -14.593 18.527
149 C 19.916 -15.802 17.600
150 O 20.167 -15.348 16.249
151 C 20.584 -16.418 15.427
152 N 18.515 -13.916 18.105
153 H 19.297 -14.056 20.516
154 H 20.465 -15.371 20.408
155 H 18.680 -15.627 20.154
156 H 20.565 -13.871 18.531
157 H 18.993 -16.362 17.451
158 H 20.782 -16.316 18.017
159 H 20.405 -16.175 14.380
160 H 19.778 -17.126 15.619
161 H 21.519 -16.950 15.605
162 H 18.686 -13.768 17.121
163 H 18.633 -13.074 18.649

The gap between HOMO and LUMO (spin up / spin down) comes out at 7.6 / 1.8 eV. The spin multiplicity is 5. As for the total charge: +2.

***

Results for E: -6415.6921, -12329.5861 (in Ha, following the order of the records).